(1)
The following is a quantum chemistry calculation of a structure of composition C15H39ClHfI2P3, from the OMol25 dataset.

Summary:
- relative energy (zero: lowest compared OMol25 entry of this formula, charge and spin) (eV) = 0.503
- multiplicity = 1
- Kohn-Sham gap (alpha / beta) (eV) = 4.51 / 4.51
- net charge = +3
- LUMO energy (alpha / beta) (hartree) = -0.4707 / -0.4707
- DFT total energy (eV) = -74058.571

Geometry (Å):
I  -0.034660  1.864883  -1.586323
I  -0.195989  -1.318867  -1.059658
Hf  -0.263740  -0.065147  -3.991486
P  -2.648682  0.037122  -3.042707
C  -3.318517  0.100842  -1.332065
C  -3.586120  1.448401  -3.717556
H  -4.636052  1.137564  -3.760047
H  -4.623548  -1.110139  -3.674876
H  -3.207793  1.699952  -4.713442
H  -3.216668  -1.670755  -4.660304
H  -3.125341  1.077146  -0.872257
H  -3.452930  2.293213  -3.032579
C  -3.571489  -1.409197  -3.658363
H  -4.400955  -0.067617  -1.400825
H  -3.404790  -2.239140  -2.963943
H  -2.876683  -0.684830  -0.709266
P  2.303156  -0.074118  -3.052140
C  2.967498  -0.013346  -1.326097
C  3.213758  -1.537676  -3.651516
H  2.903490  1.557126  -4.750078
H  4.303684  1.004594  -3.751329
H  3.122429  2.191360  -3.077635
C  3.254395  1.325804  -3.738197
H  2.784732  -1.882894  -4.599293
H  4.256287  -1.222926  -3.783909
H  4.035716  0.226573  -1.374554
H  2.833565  -0.989714  -0.850578
H  3.134478  -2.317874  -2.884744
H  2.469514  0.753110  -0.724948
Cl  -0.175643  -0.191573  -6.296629
C  0.747225  -2.768329  1.995874
C  -0.282339  -1.656217  2.279882
C  -0.846337  -1.781065  3.691705
P  0.384598  0.035633  1.797414
C  -0.954138  1.358680  1.779917
C  -2.172871  1.104680  2.662805
C  -0.385832  2.777348  1.952290
C  1.619600  0.599487  3.062251
C  1.011279  0.841850  4.444983
C  2.831536  -0.343070  3.085991
H  1.441872  -2.897054  2.839714
H  1.312340  -2.583257  1.071444
H  0.192145  -3.707936  1.867888
H  -1.144140  -1.773182  1.595477
H  -0.056996  -1.898206  4.444117
H  -1.519705  -0.967295  3.989194
H  -1.446485  -2.702959  3.703545
H  -1.335402  1.249100  0.746651
H  -1.944957  1.144424  3.734489
H  -2.922661  1.887358  2.466802
H  -2.675015  0.152903  2.439087
H  -1.187583  3.496826  1.729371
H  -0.033236  2.964955  2.977780
H  0.441276  2.959961  1.252682
H  1.960225  1.573778  2.662817
H  0.636745  -0.091028  4.893740
H  1.805672  1.243726  5.098979
H  0.200723  1.585448  4.424685
H  3.236388  -0.597098  2.099907
H  3.640186  0.148309  3.640711
H  2.602796  -1.279627  3.605128

Forces on atoms 1 to 2 (eV/Å):
I -0.446 0.608 -1.857
I 0.482 -0.571 0.218

(2)
The following is a quantum chemistry calculation of a structure of composition C15H39FN7O8P2Ti, from the OMol25 dataset.

Summary:
- relative energy (zero: lowest compared OMol25 entry of this formula, charge and spin) (eV) = 0.000
- multiplicity = 4
- Kohn-Sham gap (alpha / beta) (eV) = 6.34 / 8.50
- LUMO energy (alpha / beta) (hartree) = 0.0038 / 0.0027
- expectation value of S² = 3.751
- DFT total energy (eV) = -87406.535

Geometry (Å):
Ti  -3.221645  0.158604  2.816201
N  -2.621520  0.891020  0.157596
O  -3.032974  1.739683  1.038894
O  -2.575361  1.209704  -1.057022
O  -2.271834  -0.298761  0.638388
C  -1.062687  -1.831365  -3.485594
C  0.169509  -0.984866  -3.671286
O  0.489877  -1.220701  -4.981941
C  0.018692  -2.453393  -5.338396
O  0.300527  -3.002733  -6.307012
O  -0.799276  -2.920193  -4.410613
F  1.220145  -1.490332  -2.832295
H  -1.962015  -1.292122  -3.796461
H  -1.221914  -2.217553  -2.500099
H  0.064092  0.048683  -3.390379
O  -1.651326  -1.438282  3.709331
P  -0.745346  -2.594226  3.498381
N  -0.891355  -3.692393  4.711284
C  -0.006020  -4.870707  4.802284
C  -2.223231  -3.867370  5.293409
N  0.839808  -2.227952  3.549911
C  1.431715  -1.613138  2.315595
C  1.315852  -1.679773  4.796029
N  -0.921777  -3.292889  2.039320
C  -0.072007  -4.346178  1.568980
C  -2.222001  -3.198544  1.378112
H  -0.386316  -5.755477  4.273308
H  0.054710  -5.162968  5.859349
H  0.991672  -4.612389  4.463653
H  -2.523513  -2.994182  5.862580
H  -2.222438  -4.754938  5.911280
H  -2.961026  -4.024234  4.492549
H  0.859698  -0.753192  1.958583
H  2.477923  -1.413950  2.523119
H  1.439272  -2.352571  1.512345
H  1.034870  -2.362397  5.593369
H  2.400528  -1.654235  4.739122
H  0.917431  -0.678952  4.972481
H  -0.472745  -5.327445  1.848970
H  -0.052552  -4.311069  0.480451
H  0.917200  -4.233745  1.994083
H  -2.576061  -2.161728  1.407029
H  -3.014557  -3.774455  1.883011
H  -2.134401  -3.481583  0.333476
O  2.331294  4.950406  -2.995745
P  1.288642  4.101875  -2.426200
N  0.779203  4.732752  -0.983551
C  -0.190477  4.022461  -0.213156
C  1.681973  5.595387  -0.235306
N  1.787454  2.544798  -2.072529
C  2.877032  2.464799  -1.095029
C  2.067028  1.742305  -3.299335
N  -0.047527  3.941828  -3.322819
C  -1.032461  2.936281  -3.059778
C  -0.224109  4.862573  -4.456308
H  -1.119257  3.926587  -0.754841
H  -0.416677  4.632455  0.672140
H  0.205216  3.077373  0.186608
H  1.195175  6.560955  -0.009820
H  2.605156  5.785276  -0.769006
H  1.932444  5.179204  0.760758
H  3.565563  3.315170  -1.192766
H  2.468486  2.486909  -0.080634
H  3.424640  1.541426  -1.237847
H  2.923297  2.201019  -3.828948
H  2.371935  0.725053  -3.068124
H  1.229245  1.765668  -3.989086
H  -1.254939  2.305187  -3.941146
H  -0.697823  2.297784  -2.254627
H  -1.999961  3.374506  -2.776241
H  -0.839265  4.371395  -5.212268
H  0.744861  5.095144  -4.875778
H  -0.753778  5.758739  -4.119994

Forces on atoms 1 to 2 (eV/Å):
Ti 1.387 -0.309 -0.880
N 0.094 0.088 -0.482

(3)
The following is a quantum chemistry calculation of a cluster of 3 separate species, C15H39O3PS in total, from the OMol25 dataset.

Summary:
- multiplicity = 1
- Kohn-Sham gap (eV) = 8.86
- SMILES = CCCOC[PH3]CSCC.CCOCC.CCOCC
- LUMO energy (hartree) = 0.0329
- DFT total energy (eV) = -42449.602

Geometry (Å):
C  -0.466884  1.958536  -3.150116
C  0.963838  1.363810  -2.925312
C  1.162392  -0.063408  -3.498145
O  0.480483  -1.082429  -2.780169
C  -0.720691  -1.528498  -3.406945
P  -2.189661  -1.092502  -2.217882
C  -3.581079  -0.487958  -1.074579
S  -3.175734  -0.445357  0.718192
C  -1.577503  -1.284972  1.061772
C  -0.318726  -0.363940  0.886677
H  -1.101847  1.358496  -3.820400
H  -0.429546  3.019780  -3.439745
H  -0.981607  1.948626  -2.168655
H  1.190994  1.375911  -1.848117
H  1.684696  2.021121  -3.441688
H  2.243676  -0.286208  -3.392541
H  0.971389  -0.085475  -4.587068
H  -0.913263  -1.068383  -4.393643
H  -0.672696  -2.629751  -3.564906
H  -2.978902  -0.688703  -3.360727
H  -2.321758  -2.448113  -1.793194
H  -1.319181  -0.124114  -1.629433
H  -4.518612  -1.041996  -1.294037
H  -3.797205  0.560908  -1.367765
H  -1.459406  -2.252535  0.545527
H  -1.609368  -1.533117  2.139142
H  -0.648622  0.670732  1.070304
H  0.485517  -0.659747  1.584110
H  0.120741  -0.458311  -0.122023
C  5.790954  2.971442  -0.557686
C  5.210384  2.957771  -1.960887
O  3.862613  3.389435  -2.021964
C  3.611124  4.717029  -1.597157
C  4.333823  5.767637  -2.422537
H  5.151778  2.411147  0.126921
H  6.786486  2.525393  -0.554737
H  5.880129  3.987026  -0.167405
H  5.214612  1.933594  -2.337181
H  5.830339  3.545058  -2.646834
H  3.843648  4.827302  -0.532596
H  2.534605  4.864951  -1.697600
H  5.415612  5.711902  -2.288337
H  4.013345  6.767817  -2.127408
H  4.126675  5.629815  -3.485179
C  -2.639354  -3.705071  6.857842
C  -2.989363  -2.706123  5.768749
O  -2.304612  -2.932348  4.549625
C  -2.546943  -4.176450  3.914745
C  -3.999053  -4.384515  3.523073
H  -1.558341  -3.753798  7.000346
H  -3.106271  -3.417096  7.800789
H  -2.983822  -4.710709  6.609324
H  -2.697676  -1.707096  6.095696
H  -4.070675  -2.675451  5.598316
H  -2.187135  -5.000477  4.540392
H  -1.932060  -4.179268  3.012996
H  -4.643010  -4.470918  4.400303
H  -4.108993  -5.299158  2.938413
H  -4.360253  -3.541241  2.931339

Forces on atoms 1 to 2 (eV/Å):
C 0.087 -0.167 1.212
C -0.649 -0.043 -0.815

- DFT total energy of number 2 (C15H39FN7O8P2Ti)?
  -87406.535 eV

- Which value of DFT total energy does entry 2 give?
  -87406.535 eV